Molecular formula: C19H18ClNO3S
Method: DFT, ωB97M-V/def2-TZVPD

Atoms and positions in Å:
Cl  -0.094  -3.808  -0.433
S  5.005  0.861  0.674
O  -5.483  1.689  0.591
O  -6.201  -0.486  0.347
O  2.083  -0.262  -2.574
N  1.959  1.302  -0.955
C  2.832  -0.828  1.232
C  1.508  -0.825  1.653
C  -4.020  -1.403  -0.389
C  -0.878  0.654  -0.793
C  4.051  2.248  -0.029
C  -4.877  -0.409  0.021
C  1.031  -2.658  0.201
C  2.341  -2.664  -0.247
C  3.235  -1.751  0.275
C  -6.593  0.824  0.696
C  -2.253  0.272  -0.522
C  3.820  0.115  1.847
C  -2.706  -1.041  -0.659
C  -4.438  0.910  0.168
C  3.231  1.904  -1.265
C  0.045  -0.094  -1.406
C  -3.143  1.272  -0.088
C  1.437  0.297  -1.708
C  0.604  -1.740  1.145
H  -0.423  -1.738  1.476
H  -0.210  -1.059  -1.816
H  -2.019  -1.809  -0.972
H  3.425  2.659  0.764
H  3.326  0.924  2.385
H  -4.357  -2.420  -0.494
H  3.767  1.193  -1.899
H  -2.823  2.294  0.030
H  -6.970  0.832  1.731
H  4.460  -0.427  2.547
H  1.378  1.763  -0.275
H  4.259  -1.744  -0.068
H  1.178  -0.111  2.394
H  -7.392  1.164  0.017
H  -0.633  1.659  -0.467
H  4.810  2.983  -0.295
H  3.073  2.828  -1.841
H  2.657  -3.371  -0.997

Calculated values
Relative energy (zero: lowest compared OMol25 entry of this formula, charge and spin): 3.6 kcal per mole
Spin multiplicity: 1
SMILES string: O=C(/C=C/c1ccc2c(c1)OCO2)NCCSCc1ccc(Cl)cc1
M: 375.88 Da
LUMO: 0.2426 eV
HOMO: -8.03 eV
Frontier orbital gap: 8.273 eV


Molecular formula: C19H18ClO4PSe2V
Method: DFT, ωB97M-V/def2-TZVPD

Atoms and positions in Å:
Se  0.258  0.335  3.436
Se  1.669  -1.232  0.698
V  0.137  0.486  1.009
Cl  -0.947  2.093  0.078
P  1.678  -1.219  2.885
O  -0.015  2.616  1.028
O  -1.782  1.159  0.781
O  -0.193  1.373  -0.902
O  -1.716  3.098  -0.506
C  5.710  -0.609  3.035
C  1.378  -5.211  3.646
C  -0.344  -4.123  4.927
C  -0.140  -4.110  -0.213
C  -1.732  -2.182  -0.504
C  0.075  -2.895  4.447
C  0.307  -5.277  4.524
C  -0.298  -1.246  -2.682
C  3.605  -0.727  4.858
C  1.804  -3.988  3.160
C  3.383  -0.939  3.502
C  -1.470  -0.610  -2.304
C  1.147  -2.831  3.567
C  4.432  -0.894  2.593
C  4.890  -0.453  5.293
C  -2.183  -1.074  -1.208
C  5.934  -0.373  4.382
C  0.133  -2.369  -1.995
C  -0.589  -2.865  -0.914
H  -2.297  -2.547  0.347
H  -3.098  -0.580  -0.905
H  -0.022  -6.235  4.897
H  2.632  -3.915  2.467
H  -0.438  -4.101  0.833
H  -1.176  -4.173  5.616
H  6.524  -0.567  2.326
H  1.040  -2.875  -2.301
H  5.082  -0.295  6.344
H  6.928  -0.119  4.719
H  4.240  -1.074  1.541
H  2.774  -0.763  5.548
H  -1.817  0.254  -2.855
H  0.277  -0.871  -3.516
H  0.942  -4.205  -0.271
H  -0.419  -1.979  4.749
H  1.884  -6.116  3.340
H  -0.584  -4.984  -0.689

Calculated values
Relative energy (zero: lowest compared OMol25 entry of this formula, charge and spin): 17.2 kcal per mole
Spin multiplicity: 2
M: 585.64 Da
LUMO (spin up / spin down): 0.1899 / 0.1959 eV
HOMO (spin up / spin down): -8.11 / -7.61 eV
Frontier orbital gap (spin up / spin down): 8.303 / 7.801 eV


Molecular formula: C19H18N2OOsS6
Method: DFT, ωB97M-V/def2-TZVPD

Atoms and positions in Å:
Os  -0.819  0.535  -0.990
S  -1.090  2.626  -0.047
S  -2.986  -0.325  -0.369
S  -5.626  1.043  -0.618
S  -2.105  1.254  -3.095
S  1.366  1.054  -1.587
S  -4.848  2.436  -3.104
O  -7.206  2.686  -1.948
N  -0.293  0.149  1.565
N  0.003  -1.578  -0.947
C  -6.133  2.152  -1.914
C  0.493  1.318  1.849
C  2.261  2.427  3.056
C  -0.769  -2.430  -1.901
C  0.426  -1.124  1.480
C  3.423  -3.003  -1.550
C  0.878  3.672  1.535
C  1.539  1.280  2.760
C  -1.438  0.084  2.482
C  -3.638  1.414  -2.357
C  1.437  -1.671  -1.270
C  1.922  3.626  2.449
C  2.144  -0.518  -1.564
C  2.072  -2.909  -1.266
C  0.161  2.523  1.215
C  4.144  -1.847  -1.834
C  3.510  -0.618  -1.839
C  -0.218  -2.049  0.459
C  -4.011  0.770  -1.217
H  0.444  -1.643  2.446
H  1.459  -0.928  1.190
H  -1.089  0.003  3.519
H  3.074  2.383  3.768
H  -0.570  -2.082  -2.911
H  3.908  -3.971  -1.551
H  -1.828  -2.339  -1.694
H  -2.044  0.981  2.372
H  0.196  -3.054  0.570
H  2.480  4.527  2.673
H  4.065  0.287  -2.056
H  -1.294  -2.116  0.621
H  -2.065  -0.773  2.244
H  0.627  4.599  1.033
H  1.512  -3.810  -1.041
H  1.790  0.343  3.248
H  5.204  -1.907  -2.052
H  -0.466  -3.476  -1.813

Calculated values
Spin multiplicity: 5
M: 673.00 Da
LUMO (spin up / spin down): 0.0542 / -1.8164 eV
HOMO (spin up / spin down): -6.78 / -7.42 eV
Frontier orbital gap (spin up / spin down): 6.838 / 5.601 eV


Molecular formula: C19H18N4
Method: DFT, ωB97M-V/def2-TZVPD

Atoms and positions in Å:
N  -0.598  -3.121  -1.367
N  -1.682  -1.202  -1.216
N  -1.819  -2.548  -1.152
N  -1.055  1.228  0.173
C  0.555  1.936  1.768
C  -0.296  0.922  1.279
C  -2.472  0.710  0.150
C  1.343  1.665  2.855
C  -2.791  -0.120  -1.062
C  -0.004  2.895  -1.221
C  1.707  -2.182  -1.864
C  1.506  0.322  3.306
C  0.067  0.549  -1.889
C  0.648  -2.030  3.544
C  -0.351  1.500  -1.038
C  0.281  -2.107  -1.538
C  -0.197  -0.378  1.888
C  0.739  3.203  -2.422
C  0.047  -3.134  2.998
C  1.229  2.174  -3.351
C  -0.376  -0.856  -1.561
C  0.611  -0.684  2.977
C  0.842  0.820  -3.026
H  -2.621  0.010  1.084
H  -3.188  1.575  0.107
H  2.031  2.357  3.107
H  -2.994  0.455  -1.952
H  1.748  -2.115  -2.947
H  2.232  0.297  4.157
H  0.697  2.915  1.328
H  2.183  -3.061  -1.521
H  -3.673  -0.726  -0.925
H  -0.854  -1.075  1.587
H  -0.677  -3.052  2.164
H  -0.357  3.671  -0.596
H  2.178  -1.257  -1.477
H  0.105  -4.144  3.464
H  1.025  4.260  -2.437
H  1.294  -2.116  4.379
H  1.203  -0.088  -3.539
H  1.737  2.531  -4.216

Calculated values
Relative energy (zero: lowest compared OMol25 entry of this formula, charge and spin): 99.2 kcal per mole
Spin multiplicity: 1
SMILES string: C=Cc1cccc(N2CCn3nnc(C)c3-c3ccccc32)c1
M: 302.38 Da
LUMO: 0.6051 eV
HOMO: -8.19 eV
Frontier orbital gap: 8.796 eV


Molecular formula: C19H18N4O3S2
Method: DFT, ωB97M-V/def2-TZVPD

Atoms and positions in Å:
S  5.304  -2.098  -0.227
S  2.610  1.771  1.133
O  -3.228  -0.939  -1.151
O  2.316  1.185  -2.278
O  -1.483  3.611  -0.864
N  1.936  -1.843  0.557
N  5.373  0.363  0.519
N  3.869  -0.067  -1.270
N  0.250  2.602  0.153
C  -4.073  -0.156  2.351
C  -3.175  -0.540  0.153
C  -2.868  0.374  2.765
C  -4.379  -3.098  -1.148
C  4.799  -0.419  -0.327
C  -0.839  2.607  -0.695
C  -4.229  -0.615  1.054
C  3.450  2.204  -0.442
C  -1.947  0.003  0.569
C  0.991  1.484  0.437
C  3.168  1.098  -1.419
C  -4.351  -1.651  -1.630
C  1.302  -0.895  0.411
C  6.242  -0.311  1.310
C  0.529  0.247  0.171
C  -1.813  0.451  1.870
C  -1.054  1.290  -1.395
C  6.349  -1.639  1.062
C  -0.836  0.095  -0.456
H  6.778  0.236  2.063
H  -5.229  -3.614  -1.586
H  3.570  -0.814  -1.888
H  -0.320  1.246  -2.207
H  -5.282  -1.132  -1.369
H  -4.904  -0.218  3.037
H  0.528  3.485  0.563
H  -3.465  -3.605  -1.448
H  -0.860  -0.820  -1.055
H  -5.183  -1.022  0.757
H  -0.870  0.860  2.202
H  6.965  -2.366  1.550
H  3.046  3.145  -0.815
H  4.504  2.281  -0.188
H  -4.456  -3.146  -0.064
H  -2.054  1.266  -1.825
H  -2.743  0.728  3.776
H  -4.239  -1.625  -2.717

Calculated values
Relative energy (zero: lowest compared OMol25 entry of this formula, charge and spin): 3.4 kcal per mole
Spin multiplicity: 1
SMILES string: CCOc1ccccc1[C@H]1CC(=O)NC(SCC(=O)Nc2nccs2)=C1C#N
M: 414.51 Da
LUMO: 0.1851 eV
HOMO: -8.65 eV
Frontier orbital gap: 8.839 eV


Molecular formula: C19H18N4OS
Method: DFT, ωB97M-V/def2-TZVPD

Atoms and positions in Å:
S  -2.902  -0.019  -1.121
O  -2.790  3.505  0.421
N  -0.779  -0.104  0.864
N  -1.001  2.176  0.203
N  0.225  -1.000  0.967
N  2.575  -1.053  0.557
C  2.179  1.671  -0.235
C  1.402  -0.464  0.580
C  4.884  -0.879  0.087
C  -5.172  -0.043  0.066
C  5.962  -0.160  -0.336
C  1.131  0.893  0.198
C  -3.242  1.234  0.023
C  -0.279  1.019  0.408
C  -2.359  2.381  0.251
C  4.595  1.782  -0.707
C  -0.797  -3.209  -0.856
C  3.597  -0.294  0.133
C  -2.212  -3.629  -0.476
C  0.197  -3.360  0.294
C  -4.494  1.089  0.555
C  -0.020  -2.343  1.417
C  5.819  1.182  -0.737
C  -4.440  -0.725  -0.855
C  3.449  1.074  -0.276
H  2.051  2.701  -0.540
H  0.668  -2.561  2.240
H  -0.457  -3.826  -1.691
H  -4.715  -1.606  -1.401
H  -4.897  1.775  1.278
H  -2.631  -2.961  0.272
H  1.214  -3.229  -0.081
H  -2.857  -3.602  -1.351
H  6.688  1.731  -1.068
H  4.476  2.812  -1.014
H  4.974  -1.908  0.398
H  -0.809  -2.171  -1.196
H  -6.160  -0.331  0.376
H  6.941  -0.616  -0.367
H  -2.216  -4.642  -0.079
H  -0.460  3.032  0.234
H  -1.046  -2.368  1.785
H  0.118  -4.362  0.717

Calculated values
Relative energy (zero: lowest compared OMol25 entry of this formula, charge and spin): 1.1 kcal per mole
Spin multiplicity: 1
SMILES string: CCCCn1nc(NC(=O)c2cccs2)c2cc3ccccc3nc21
M: 350.45 Da
LUMO: -0.3929 eV
HOMO: -7.91 eV
Frontier orbital gap: 7.517 eV


Q: What is the formula in the fourth record?
A: C19H18N4


Q: The lowest M belongs to which entry?
A: C19H18N4